No. 1
Computed, not measured: a cluster of 2 separate species, C15H21BrINO6P2S in total in a non-equilibrium geometry, with ωB97M-V/def2-TZVPD.

The strongest force on any atom is 0.043 hartree/bohr. The calculation puts the total energy at -137224.27041 eV.

Positions of all 48 atoms, in Å:
C: 0.96 1.22 -2.84
C: 0.89 1.55 -1.36
C: 1.88 2.39 -0.87
C: 1.94 2.82 0.45
C: 0.95 2.37 1.31
C: -0.03 1.53 0.84
C: -0.10 1.08 -0.47
C: -1.21 0.16 -0.99
C: -1.28 -1.25 -0.33
P: -3.07 -1.85 -0.65
O: -3.14 -1.64 -2.29
Br: -3.20 -4.02 -0.14
N: -1.15 -1.23 1.17
C: 0.24 -1.53 1.60
P: 0.57 -1.34 3.42
S: 1.98 -2.53 4.06
C: 0.53 -3.00 1.19
O: -0.06 -3.41 -0.05
C: -0.33 -2.34 -0.95
C: 0.98 -1.80 -1.59
C: 1.99 -2.97 -1.73
O: 1.79 -3.91 -2.44
I: 3.87 -2.94 -0.62
H: 1.42 2.09 -3.33
H: 1.61 0.37 -3.09
H: -0.04 1.14 -3.30
H: 2.63 2.76 -1.57
H: 2.71 3.51 0.79
H: 0.95 2.68 2.36
H: -0.79 1.24 1.58
H: -2.17 0.66 -0.76
H: -1.20 0.04 -2.08
H: -3.48 -2.44 -2.71
H: -1.72 -2.02 1.50
H: -1.57 -0.39 1.59
H: 0.98 -0.89 1.09
H: 1.03 -0.02 3.64
H: -0.62 -1.55 4.17
H: 1.61 -3.20 1.25
H: 0.08 -3.64 1.97
H: -0.90 -2.79 -1.78
H: 0.75 -1.50 -2.62
H: 1.49 -1.02 -1.00
C: -1.31 5.26 0.88
O: -0.57 5.35 1.91
O: -2.48 6.02 1.03
O: -1.15 4.64 -0.18
H: -2.26 6.34 1.92

=====

No. 2
Computed, not measured: a cluster of 11 separate species, C5H29NO12 in total in a non-equilibrium geometry, with ωB97M-V/def2-TZVPD.

For the energy above the lowest of the compared OMol25 structures with the same formula, charge and spin, the calculation gives 2.6455 eV. The strongest force on any atom is 0.060 hartree/bohr. The calculation puts the total energy at -31715.73522 eV.

Positions of all 47 atoms, in Å:
C: 2.98 0.11 -0.64
C: 2.82 1.48 -1.25
C: 3.22 2.59 -0.20
O: 3.09 2.49 0.99
C: 2.20 -0.94 -1.44
N: 2.30 -2.21 -1.00
C: 2.57 -2.51 0.40
O: 1.62 -0.60 -2.47
H: 2.99 -0.01 0.45
H: 4.04 -0.26 -0.79
H: 3.47 1.72 -2.14
H: 1.77 1.65 -1.69
H: 3.58 3.43 -0.78
H: 1.88 -2.94 -1.59
H: 1.69 -3.04 0.86
H: 3.53 -3.01 0.58
H: 2.68 -1.64 1.01
H: -0.93 -2.37 1.58
H: -0.61 -1.06 1.98
O: -0.26 -1.97 2.16
H: -1.36 1.01 -1.96
H: 0.03 0.67 -2.44
O: -0.48 1.39 -2.03
H: -3.54 -0.87 -1.02
H: -2.73 -0.96 -2.42
O: -2.91 -0.45 -1.62
H: -3.75 2.10 0.55
H: -3.33 1.18 -0.48
O: -4.12 1.34 0.08
H: -2.03 0.62 0.98
H: -2.32 0.27 2.38
O: -2.13 -0.15 1.53
H: -4.87 -0.57 0.14
H: -3.99 -1.68 1.02
O: -4.56 -1.48 0.28
H: 0.72 0.20 3.15
H: 1.24 1.15 2.17
O: 0.38 0.85 2.51
H: -0.36 1.98 -0.43
H: -0.42 2.65 0.99
O: -0.78 1.93 0.45
H: -1.13 1.90 2.74
H: -1.74 2.12 4.06
O: -1.99 2.23 3.13
H: 0.10 -2.81 -2.60
H: 0.79 -2.38 -3.88
O: 0.64 -3.16 -3.32

=====

No. 3
Computed, not measured: a cluster of 2 separate species, C2HCl3S in total in a non-equilibrium geometry, with ωB97M-V/def2-TZVPD.

For the energy above the lowest of the compared OMol25 structures with the same formula, charge and spin, the calculation gives 4.1347 eV. The strongest force on any atom is 0.055 hartree/bohr. The calculation puts the total energy at -50487.54887 eV.

Positions of all 7 atoms, in Å:
C: -0.28 -0.72 0.14
C: 0.98 -1.09 0.00
S: 3.38 1.19 -0.10
Cl: -1.52 -1.87 -0.15
Cl: 1.94 -2.49 0.15
Cl: 4.56 -0.46 -0.10
H: -0.38 0.38 -0.10

=====

No. 4
Computed, not measured: an isolated molecule of C8H14N2O5 in a non-equilibrium geometry, with ωB97M-V/def2-TZVPD.

For the energy above the lowest of the compared OMol25 structures with the same formula, charge and spin, the calculation gives 7.8199 eV. The strongest force on any atom is 0.147 hartree/bohr. The calculation puts the total energy at -21734.77990 eV.

Positions of all 29 atoms, in Å:
C: 0.38 1.86 2.23
C: 1.14 0.62 1.61
C: 1.46 2.39 3.40
C: -0.57 0.20 -0.23
C: -1.41 -0.81 0.49
C: -0.56 0.41 -1.72
C: 0.44 -0.93 -1.98
C: 0.21 -1.08 -3.55
H: -1.06 2.08 3.53
H: 0.14 0.79 3.84
H: 0.17 2.64 1.39
H: 1.25 3.43 3.91
H: 1.66 1.50 4.18
H: 2.61 2.90 3.14
H: 1.20 -0.46 -0.18
H: -1.39 1.02 0.10
H: -1.71 -0.10 -1.86
H: -0.32 1.37 -2.18
H: 1.60 -0.77 -1.80
H: 0.14 -2.10 -1.54
H: 0.62 -2.86 -3.29
H: -1.28 0.20 2.26
N: -0.59 1.30 3.09
N: 0.79 0.28 0.28
O: 2.15 0.21 2.05
O: -2.20 -1.60 -0.15
O: -0.36 -0.16 -4.23
O: 0.39 -2.36 -4.12
O: -1.43 -0.69 1.89

=====

No. 5
Computed, not measured: a structure of composition C23H23Br2N7OS2Zn, with ωB97M-V/def2-TZVPD.

The strongest force on any atom is 0.003 hartree/bohr. The calculation puts the total energy at -246879.49979 eV.

Positions of all 59 atoms, in Å:
Zn: -0.11 -0.06 -0.41
C: 3.31 -4.84 0.33
C: 2.77 -3.94 1.44
N: 2.98 -2.52 1.18
C: 2.23 -1.77 0.33
S: 0.71 -2.38 -0.25
N: 2.79 -0.62 -0.01
N: 1.95 0.14 -0.76
C: 2.41 0.93 -1.65
C: 3.88 1.13 -1.87
C: 1.38 1.53 -2.54
C: 1.64 2.55 -3.44
C: 0.62 3.00 -4.26
C: -0.63 2.43 -4.16
C: -0.82 1.41 -3.23
N: 0.16 0.97 -2.45
H: 3.14 -5.89 0.58
H: 2.80 -4.62 -0.61
H: 4.38 -4.69 0.19
H: 1.70 -4.10 1.57
H: 3.26 -4.17 2.39
H: 3.89 -2.14 1.36
H: 4.40 1.05 -0.92
H: 4.27 0.34 -2.52
H: 4.10 2.09 -2.33
H: 2.63 2.98 -3.51
H: 0.81 3.80 -4.97
H: -1.46 2.75 -4.79
H: -1.78 0.93 -3.10
Br: -5.15 -0.53 -0.76
C: -4.15 1.02 -0.38
C: -4.83 2.22 -0.11
C: -4.15 3.36 0.19
Br: -5.11 4.95 0.55
C: -2.73 3.35 0.25
C: -1.93 4.47 0.57
C: -0.57 4.35 0.60
C: 0.01 3.10 0.30
N: -0.71 2.05 0.00
C: -2.06 2.14 -0.04
C: -2.77 0.92 -0.37
O: -2.12 -0.17 -0.62
H: -5.91 2.22 -0.14
H: -2.41 5.41 0.80
H: 0.06 5.19 0.85
H: 1.09 2.96 0.32
C: 0.23 -2.61 4.12
N: -0.84 -2.60 3.14
C: -1.68 -3.66 2.82
C: -2.46 -3.25 1.80
N: -2.11 -1.95 1.52
C: -1.10 -1.55 2.32
S: -0.28 -0.07 2.29
H: 0.06 -3.44 4.80
H: 0.23 -1.67 4.66
H: 1.19 -2.73 3.62
H: -1.64 -4.59 3.35
H: -3.23 -3.77 1.26
H: -2.40 -1.38 0.72

=====

No. 6
Computed, not measured: a structure of composition C8H13AsCl3GeNOSSe2Te2Zn, with ωB97M-V/def2-TZVPD.

As for the net charge: -2. For the energy above the lowest of the compared OMol25 structures with the same formula, charge and spin, the calculation gives 0.0000 eV. The strongest force on any atom is 0.015 hartree/bohr. The calculation puts the total energy at -371506.58254 eV.

Positions of all 34 atoms, in Å:
Zn: 0.16 0.22 -0.08
O: 0.67 -1.71 -0.36
N: 0.23 -2.29 -1.45
C: 0.02 -3.61 -1.43
C: -0.49 -4.26 -2.52
C: -0.77 -3.54 -3.68
C: -0.51 -2.20 -3.70
C: -0.03 -1.54 -2.56
S: 0.15 0.14 -2.55
H: 0.29 -4.09 -0.50
H: -0.66 -5.32 -2.47
H: -1.20 -4.03 -4.55
H: -0.68 -1.59 -4.58
Se: 1.63 2.01 0.62
Te: 1.05 1.81 3.04
Te: -1.66 1.73 2.81
Se: -1.83 -0.35 1.41
C: -1.65 3.40 -2.67
As: -2.09 2.33 -1.08
C: -3.46 1.19 -1.91
C: -3.38 3.59 -0.25
H: -2.53 3.90 -3.08
H: -1.20 2.75 -3.42
H: -0.91 4.16 -2.39
H: -4.18 1.80 -2.47
H: -3.98 0.64 -1.12
H: -3.01 0.47 -2.59
H: -4.12 3.96 -0.96
H: -2.84 4.44 0.18
H: -3.88 3.08 0.57
Cl: 1.56 -4.50 1.66
Ge: 2.66 -2.48 1.22
Cl: 3.61 -3.16 -0.80
Cl: 4.55 -3.00 2.66

=====

No. 7
Computed, not measured: a structure of composition C9H21GdN2OPSe in a non-equilibrium geometry, with ωB97M-V/def2-TZVPD.

As for the net charge: +1. The strongest force on any atom is 0.246 hartree/bohr. Its spin multiplicity is 8. The calculation puts the total energy at -110150.67078 eV.

Positions of all 36 atoms, in Å:
Gd: 0.01 0.57 -0.64
H: 0.82 -0.79 0.06
H: 0.83 -0.94 -0.96
P: 0.22 0.47 -3.05
C: -1.32 0.06 -3.95
H: -1.17 0.17 -5.03
H: -1.61 -0.98 -3.72
H: -2.13 0.72 -3.61
C: 0.63 2.15 -3.65
H: 1.60 2.46 -3.22
H: 0.70 2.15 -4.75
H: -0.14 2.86 -3.32
C: 1.49 -0.58 -3.83
H: 1.26 -1.64 -3.63
H: 1.51 -0.42 -4.92
H: 2.47 -0.35 -3.40
C: -1.70 -0.40 -0.55
O: -2.76 -0.82 -0.50
H: 1.65 1.18 -0.75
H: -0.56 1.93 -0.87
C: 2.40 -0.34 3.00
N: 1.00 -0.63 3.33
C: 0.53 -1.64 4.13
C: -0.82 -1.53 4.21
N: -1.22 -0.45 3.46
C: -2.61 0.02 3.32
C: -0.09 0.09 2.92
Se: -0.03 1.55 1.95
H: 3.06 -1.08 3.49
H: 2.67 0.67 3.36
H: 2.54 -0.40 1.91
H: 1.16 -2.35 4.60
H: -1.50 -2.14 4.76
H: -3.22 -0.78 2.88
H: -3.01 0.29 4.32
H: -2.66 0.91 2.67

=====

No. 8
Computed, not measured: an isolated molecule of C14H11ClN4OS in a non-equilibrium geometry, with ωB97M-V/def2-TZVPD.

The strongest force on any atom is 0.372 hartree/bohr. The calculation puts the total energy at -46047.24238 eV.

Positions of all 32 atoms, in Å:
Cl: 4.49 1.77 0.54
C: 3.32 0.78 -0.17
C: 3.18 -0.42 0.25
C: 2.05 -1.32 -0.25
C: 1.14 -0.95 -1.32
C: 1.21 0.45 -1.54
C: 2.20 1.20 -0.93
H: 2.38 2.37 -1.55
H: 0.52 0.98 -2.40
C: 0.01 -1.66 -1.69
H: 0.25 -2.43 -1.88
H: -0.56 -1.07 -2.69
O: -1.11 -1.84 -0.90
N: -0.93 -2.46 0.31
C: -1.00 -2.15 1.44
N: -0.87 -1.02 2.17
C: -0.64 0.07 1.52
N: 0.42 0.85 1.78
C: 0.66 2.24 1.18
N: -0.36 2.86 0.66
C: -1.51 2.15 0.22
C: -1.85 0.95 0.93
C: -3.04 0.53 0.46
C: -3.76 1.40 -0.15
S: -2.79 2.97 -0.84
H: -4.60 1.30 -0.74
H: -3.43 -0.73 0.67
H: 1.51 2.82 1.45
H: -1.20 -2.99 2.38
H: -1.25 -3.52 0.13
H: 1.90 -2.19 0.07
H: 3.67 -0.93 0.89

=====

No. 9
Computed, not measured: a structure of composition C14H30N6O5Ti, with ωB97M-V/def2-TZVPD.

As for the net charge: +4. For the energy above the lowest of the compared OMol25 structures with the same formula, charge and spin, the calculation gives 0.0000 eV. The strongest force on any atom is 0.006 hartree/bohr. The calculation puts the total energy at -57264.29015 eV.

Positions of all 56 atoms, in Å:
Ti: 0.74 1.30 -0.25
C: -1.10 6.00 -1.82
N: -1.26 4.74 -1.07
C: -2.55 4.60 -0.38
C: -0.34 3.84 -1.03
O: -0.49 2.71 -0.37
C: 1.00 3.99 -1.72
O: 1.73 2.81 -1.32
C: 3.17 2.85 -1.33
C: 3.57 1.75 -0.36
O: 2.56 1.08 0.13
N: 4.79 1.49 -0.05
C: 5.16 0.41 0.88
C: 5.94 2.23 -0.61
H: -0.98 6.82 -1.11
H: -2.00 6.16 -2.41
H: -0.25 5.97 -2.50
H: -2.73 5.50 0.19
H: -2.54 3.74 0.28
H: -3.33 4.49 -1.13
H: 1.53 4.88 -1.38
H: 0.90 4.01 -2.81
H: 3.51 3.83 -0.98
H: 3.55 2.66 -2.33
H: 4.29 -0.16 1.18
H: 5.63 0.86 1.76
H: 5.88 -0.24 0.38
H: 5.62 3.06 -1.24
H: 6.54 1.54 -1.21
H: 6.54 2.61 0.21
N: -0.39 0.05 1.14
C: -1.17 -1.02 0.41
C: -0.83 -2.43 0.94
C: -1.66 -3.59 0.33
C: -2.55 -4.28 1.37
N: -3.28 -5.39 0.74
C: -3.67 -6.51 1.36
N: -4.12 -7.53 0.64
N: -3.59 -6.62 2.69
C: -0.88 -0.90 -1.09
O: -1.37 -1.46 -1.98
O: 0.18 0.07 -1.32
H: 0.23 -0.41 1.81
H: -1.03 0.60 1.71
H: -2.24 -0.82 0.53
H: -0.97 -2.40 2.02
H: 0.23 -2.61 0.76
H: -0.98 -4.33 -0.08
H: -2.27 -3.24 -0.50
H: -3.25 -3.56 1.81
H: -1.94 -4.69 2.17
H: -3.61 -5.26 -0.20
H: -3.98 -7.57 -0.36
H: -4.60 -8.31 1.07
H: -3.57 -5.81 3.28
H: -3.76 -7.51 3.13

=====

No. 10
Computed, not measured: an isolated molecule of C8H8F3N3 in a non-equilibrium geometry, with ωB97M-V/def2-TZVPD.

For the energy above the lowest of the compared OMol25 structures with the same formula, charge and spin, the calculation gives 0.0000 eV. The strongest force on any atom is 0.083 hartree/bohr. The calculation puts the total energy at -21047.20896 eV.

Positions of all 22 atoms, in Å:
C: -1.47 1.90 0.33
C: -2.28 0.88 0.91
C: -0.15 1.62 -0.06
C: -1.80 -0.38 0.97
C: 0.28 0.33 0.04
C: -0.47 -0.63 0.61
C: 1.69 -0.44 -0.22
C: 2.84 0.33 0.52
N: 0.10 -1.92 0.66
N: 1.51 -1.70 0.46
N: 1.88 -0.56 -1.61
F: 2.84 0.45 1.84
F: 4.07 -0.06 0.14
F: 2.73 1.58 0.04
H: -1.89 2.96 0.37
H: -3.23 1.18 1.19
H: 0.50 2.37 -0.39
H: -2.37 -1.28 1.18
H: -0.24 -2.48 1.44
H: 2.09 -2.43 0.11
H: 1.36 0.01 -2.28
H: 2.85 -0.47 -1.95

=====

No. 11
Computed, not measured: a structure of composition C12H21N6O5RuS, with ωB97M-V/def2-TZVPD.

As for the net charge: +3. The strongest force on any atom is 0.007 hartree/bohr. The calculation puts the total energy at -45353.78649 eV.

Positions of all 46 atoms, in Å:
Ru: 0.39 0.56 0.36
C: 2.59 -2.00 -1.40
C: 2.36 -0.61 -1.84
N: 1.60 0.31 -1.25
C: 1.68 1.48 -1.98
C: 2.51 1.27 -3.04
N: 2.90 -0.03 -2.93
C: 3.05 2.06 -4.21
O: 2.68 3.31 -4.36
O: 3.80 1.47 -4.94
C: 0.97 2.62 -1.47
O: 0.87 3.72 -1.88
O: 0.30 2.27 -0.25
H: 1.86 -2.30 -0.66
H: 3.60 -2.10 -0.98
H: 2.52 -2.68 -2.25
H: 3.54 -0.45 -3.60
H: 2.07 3.64 -3.68
C: -3.42 -0.72 2.36
N: -2.41 -0.27 1.38
C: -1.71 0.96 1.68
C: -2.06 -0.96 0.30
O: -0.83 -0.73 -0.22
N: -2.78 -1.87 -0.30
C: -4.25 -1.90 -0.32
C: -2.18 -2.88 -1.19
H: -3.08 -0.46 3.35
H: -3.52 -1.80 2.30
H: -4.39 -0.24 2.18
H: -2.03 1.34 2.65
H: -1.87 1.75 0.95
H: -0.60 0.78 1.94
H: -4.69 -1.22 0.40
H: -4.59 -2.91 -0.12
H: -4.57 -1.60 -1.32
H: -1.13 -2.67 -1.38
H: -2.72 -2.89 -2.13
H: -2.28 -3.86 -0.71
N: 2.49 0.41 4.26
C: 1.93 1.02 3.24
N: 1.35 2.19 3.34
S: 2.13 0.20 1.67
H: 2.56 0.85 5.17
H: 2.90 -0.50 4.18
H: 1.32 2.69 4.22
H: 1.12 2.73 2.52

=====

No. 12
Computed, not measured: a cluster of 2 separate species, C3H10NO3 in total in a non-equilibrium geometry, with ωB97M-V/def2-TZVPD.

As for the net charge: +1. For the energy above the lowest of the compared OMol25 structures with the same formula, charge and spin, the calculation gives 0.4675 eV. The strongest force on any atom is 0.020 hartree/bohr. The calculation puts the total energy at -10899.99624 eV.

Positions of all 17 atoms, in Å:
C: -0.27 1.32 -0.64
C: -0.58 0.38 0.49
C: -1.04 -0.97 0.07
O: -1.84 -1.55 0.95
O: -0.67 -1.48 -0.96
N: 0.96 0.92 -1.40
H: -1.08 1.45 -1.35
H: -0.10 2.33 -0.30
H: -1.15 0.91 1.23
H: 0.30 0.22 1.11
H: -1.91 -2.49 0.69
H: 1.81 1.18 -0.90
H: 0.93 1.29 -2.35
H: 0.97 -0.10 -1.54
H: 3.21 0.57 0.95
H: 2.69 1.11 2.25
O: 2.47 1.09 1.31